Below is a gas-phase ion, C5H11NO2 (charge -2) at a distorted geometry, with properties calculated with ωB97M-V/def2-TZVPD.

Structure (XYZ):
```
19
Properties=species:S:1:pos:R:3:forces:R:3
C -0.86380 0.36491 -0.17041 1.686 -2.620 -2.945
N -1.28345 -0.01353 -1.64466 1.553 -2.361 3.125
C -2.37929 -1.07519 -1.58821 -0.680 0.493 0.090
O -3.56721 -0.43454 -1.67212 -0.014 -0.847 0.123
C 0.68869 -0.00889 -0.03096 -2.561 2.919 -0.139
C 1.23702 0.63666 1.18374 1.777 -3.666 3.018
C 2.76024 0.11049 1.44536 -0.328 0.541 -0.688
O 3.44041 0.54097 2.48756 0.151 0.814 1.434
H -1.40789 -0.21797 0.57410 -0.259 -0.018 -0.120
H -1.11088 1.38818 -0.04610 0.311 1.176 0.347
H -1.83022 0.74094 -1.89395 -1.514 1.838 -0.965
H -2.24343 -1.86078 -2.40614 0.269 0.624 0.235
H -2.20216 -1.67038 -0.61297 -0.065 0.463 -0.698
H 1.19182 0.31128 -0.94154 0.049 0.224 -0.036
H 0.82325 -1.03822 0.02676 -0.117 -2.086 0.073
H 0.68309 0.31517 2.17633 0.689 0.969 -1.862
H 1.43483 1.64043 1.10442 -0.353 2.726 0.010
H 2.71227 -0.99172 1.46588 -0.295 -0.652 -0.603
H 3.29070 0.45854 0.50527 -0.299 -0.536 -0.400
```
Positions in Å, forces in eV/Å.

Computed properties:
* net charge: -2
* E_LUMO: 7.02 eV
* energy above the lowest of the compared OMol25 structures with the same formula, charge and spin: 1.098 eV
* total energy: -402.18989 a.u.
* strongest force on any atom: 5.1 eV/A

---

Below is a molecular structure, C21H21N3O3S at a distorted geometry, with properties calculated with ωB97M-V/def2-TZVPD.

Structure (XYZ):
```
49
Properties=species:S:1:pos:R:3:forces:R:3
C -4.68883 -4.84757 1.35667 -3.372 -1.872 -2.698
C -5.89076 -3.96046 0.91289 2.356 -0.361 0.975
O -7.01330 -4.38225 0.98368 -0.124 1.113 -0.563
C -5.41921 -2.53791 0.43340 1.719 -0.993 -0.456
C -4.11990 -2.03277 0.18316 2.674 -4.463 3.796
C -3.71181 -0.72858 -0.02331 -3.788 1.307 -1.071
C -4.73483 0.23609 -0.25961 -2.650 -7.567 0.733
C -6.02835 -0.40159 -0.40410 8.755 -2.469 2.367
C -6.30885 -1.66343 0.03977 -6.827 0.803 -0.058
H -7.45269 -1.95325 0.18298 2.374 0.673 -0.595
H -6.71216 0.19345 -0.48235 -8.009 6.304 -1.739
H -4.35912 0.98054 -0.78386 0.630 4.489 -1.830
N -2.50051 -0.26524 -0.31045 4.520 -9.915 3.636
C -1.21914 -1.11553 0.16716 -1.368 11.204 -3.982
O -1.16647 -2.21121 0.36295 -0.112 -7.246 1.917
C 0.00972 -0.14223 -0.01426 -10.526 -0.512 0.129
C 1.15588 -0.52828 0.06671 11.578 -7.462 4.117
C 2.20616 0.44515 -0.18947 3.291 -9.190 2.194
C 1.56182 1.39035 -0.68196 7.251 10.849 -2.134
N 2.29223 2.67171 -0.88268 -0.368 -1.095 -2.205
C 3.59341 2.62915 -1.04641 -2.051 -5.487 4.197
N 4.38922 1.54767 -0.40895 -5.359 -1.844 -4.186
C 3.69773 0.24051 -0.09750 -1.338 6.107 -0.825
O 4.40261 -0.58368 0.33917 0.866 -3.197 0.905
C 5.79302 1.39092 -0.67432 -4.318 7.431 4.866
C 6.07580 2.32681 0.75132 3.590 0.027 0.551
C 5.20021 3.78947 0.93056 3.651 -7.941 7.358
C 5.18278 4.34289 -0.24931 -2.891 8.823 -6.389
H 4.71764 5.54055 0.12485 0.487 -2.872 -1.702
H 6.07776 4.78356 -0.59669 1.460 -0.350 -0.553
C 4.32746 3.74887 -1.39546 0.920 4.971 -2.858
H 4.93360 3.60688 -2.36859 -0.717 0.005 1.545
H 3.51571 4.52313 -1.69021 1.482 -1.162 0.342
H 5.72520 4.34342 1.71220 -0.047 -0.084 -0.135
H 4.30009 3.42590 1.32618 -1.613 -0.033 0.496
H 6.11778 1.56304 1.72251 -0.379 2.132 -2.585
H 7.17738 2.59774 0.45948 -1.464 0.026 1.449
H 6.05101 0.62899 -0.16653 2.808 -6.372 1.474
H 6.12375 2.03338 -1.37272 1.654 0.829 -2.988
S 0.03908 1.40089 -0.55129 -8.615 3.911 -1.254
C 1.52977 -1.95168 0.65338 3.715 0.896 -2.092
H 1.33577 -2.16674 1.72425 -0.631 0.002 -1.068
H 1.32678 -2.68321 -0.16526 -0.634 0.021 1.361
H 2.70574 -1.95568 0.56701 -2.185 -0.018 0.562
H -2.20152 0.55392 -0.52905 0.985 6.610 -1.593
H -3.38958 -2.81551 0.61001 -0.400 1.585 -1.459
H -4.17299 -4.37103 2.10463 1.510 0.682 1.798
H -4.16823 -4.92544 0.42299 1.185 0.137 -0.325
H -5.03965 -5.91951 1.50418 0.327 1.569 0.574
```
Positions in Å, forces in eV/Å.

Computed properties:
* E_LUMO: 0.17 eV
* energy above the lowest of the compared OMol25 structures with the same formula, charge and spin: 15.689 eV
* total energy: -1600.53037 a.u.
* strongest force on any atom: 14.4 eV/A

---

Below is C10H9Cl2NO in the gas phase at a distorted geometry, with properties calculated with ωB97M-V/def2-TZVPD.

Structure (XYZ):
```
23
Properties=species:S:1:pos:R:3:forces:R:3
C 2.81913 1.46160 0.63628 0.038 -1.244 0.466
C 2.14709 0.45296 1.39273 -1.564 2.018 -0.278
C 2.25363 1.92164 -0.53126 1.323 1.725 -0.751
C 0.74329 0.33856 1.20644 2.882 1.115 -2.513
C 0.97476 1.63139 -0.85739 -1.565 -0.345 0.647
C 0.18911 0.96514 0.08508 1.355 -0.628 0.005
C -1.14351 -1.71141 -0.81386 -0.537 -1.186 1.101
C -1.57745 -0.89543 0.13796 0.552 3.410 -1.159
C -2.00401 1.70276 -0.07759 -2.760 0.758 0.746
C -1.10106 -3.20241 -0.70096 -1.365 0.431 2.645
N -1.16257 0.68365 -0.12341 -1.010 -3.672 0.218
O -1.87409 2.86738 0.16014 0.465 -0.944 -0.614
Cl -2.41994 -1.26228 1.64789 0.979 0.234 -1.321
Cl -3.72840 1.03364 -0.30533 0.442 0.535 -0.149
H 3.78667 1.87818 0.85987 0.366 -0.549 0.402
H 2.56027 -0.05739 2.23188 0.652 -0.154 0.343
H 2.75536 2.64474 -1.24601 -0.136 -1.086 1.222
H 0.12044 -0.41556 1.55101 -0.548 -1.074 1.742
H 0.63890 2.00129 -1.79836 -0.839 0.073 -0.371
H -0.72500 -1.46016 -1.74308 0.467 1.667 -0.805
H -1.17993 -3.34716 0.40665 -0.401 -0.648 -0.843
H -0.11048 -3.55888 -0.89924 0.308 -0.390 -0.901
H -1.96221 -3.67227 -1.21942 0.898 -0.048 0.168
```
Positions in Å, forces in eV/Å.

Computed properties:
* E_LUMO: 0.47 eV
* energy above the lowest of the compared OMol25 structures with the same formula, charge and spin: 1.457 eV
* total energy: -1436.76535 a.u.
* strongest force on any atom: 4.0 eV/A

---

Below is 9 unconnected molecules or ions with the total composition C41H96N14O9 at a distorted geometry, with properties calculated with ωB97M-V/def2-TZVPD.

Structure (XYZ):
```
160
Properties=species:S:1:pos:R:3:forces:R:3
C -1.86629 -0.68180 3.63509 -1.229 -0.233 -0.766
C -0.82874 -1.58770 4.24386 0.061 0.241 -0.029
C -1.41323 -2.05816 5.53914 0.656 -0.284 1.208
C -0.47267 -2.99825 6.28310 -0.597 -0.278 0.097
C -0.35956 -4.18278 5.35286 0.723 -1.120 -0.232
C 0.14043 -3.89079 3.93579 0.787 0.176 1.671
N -0.71186 -2.81371 3.45975 1.404 0.396 -2.298
O -0.26604 -2.50693 2.11028 -0.617 0.157 -0.116
C 1.69646 -3.69816 3.87524 -0.987 -0.040 -1.499
C -0.11635 -5.11976 3.10982 0.307 -0.185 -0.796
C 0.41932 -0.74650 4.45594 1.372 1.088 -0.617
H -2.83577 -1.20858 3.58296 0.318 0.038 -0.118
H -1.61326 -0.35806 2.62149 0.136 0.153 0.250
H -2.03363 0.16243 4.30379 0.156 0.193 -0.173
H -1.64965 -1.18367 6.13511 -0.458 0.055 0.190
H -2.26297 -2.70437 5.29914 -0.433 0.682 0.151
H -0.95971 -3.30052 7.22066 0.186 -0.045 -0.147
H 0.49090 -2.57590 6.56122 0.073 0.125 -0.151
H -1.36812 -4.59485 5.15527 0.419 -0.131 0.665
H 0.34776 -4.95679 5.69856 -0.637 0.024 0.325
H 2.13658 -2.94886 4.51424 0.047 0.085 0.296
H 2.11983 -4.69813 4.00709 0.212 0.368 0.349
H 1.90450 -3.44693 2.80778 0.310 -0.031 0.763
H -1.14719 -5.42118 3.19849 -0.448 -0.024 -0.237
H 0.13401 -4.82862 2.07822 -0.261 -0.610 0.134
H 0.50185 -5.97787 3.41816 -0.110 0.401 -0.060
H 1.07411 -0.65332 3.56287 -0.355 -0.603 0.255
H 1.05341 -1.00967 5.29933 -0.013 -0.343 -0.027
H 0.19303 0.31924 4.60791 -0.448 -0.287 0.235
H 0.68934 -2.25813 2.02007 -0.772 0.094 0.537
C -0.39459 5.74702 0.49543 -0.322 -1.773 0.559
C -1.18373 5.85203 1.80910 -2.206 3.364 -1.373
C -2.31966 4.86510 1.90953 0.744 -1.973 -0.409
C -1.75574 3.46955 2.30930 -1.525 0.126 -0.649
C -1.14241 3.59755 3.67960 0.322 0.640 -0.615
C 0.03772 4.59368 3.62872 -0.259 0.962 0.947
N -0.48398 5.88353 3.06195 1.068 -0.513 0.454
O 0.62865 6.83836 3.02348 -0.883 -0.900 -0.334
C 0.34788 4.92315 5.09381 -0.555 -0.711 -0.317
C 1.24458 3.96391 2.93414 -0.245 1.426 0.295
C -2.03648 7.20838 1.69085 1.792 -0.554 0.690
H 0.40731 6.47181 0.41543 0.179 -0.149 0.092
H -1.03602 5.78068 -0.39583 -0.057 0.355 0.384
H -0.07215 4.69617 0.52390 0.825 0.390 -0.580
H -3.03221 5.16460 2.64797 -0.275 0.332 0.862
H -2.91258 4.89778 0.98518 0.503 -0.389 -0.043
H -1.06881 3.10686 1.53202 -0.105 0.021 0.330
H -2.57380 2.73680 2.38379 0.152 0.106 -0.253
H -0.83769 2.60815 4.04554 0.136 0.347 0.169
H -1.90125 4.04789 4.33589 0.141 -0.394 0.062
H 0.47287 3.95177 5.55500 0.625 -0.142 0.515
H 1.17627 5.59631 5.26185 0.233 -0.014 -0.027
H -0.56570 5.30352 5.53892 -0.024 0.441 0.098
H 1.62835 3.24132 3.66183 0.264 -0.191 -0.683
H 0.87509 3.59258 1.99734 0.310 -0.892 -0.389
H 1.98544 4.74162 2.66955 -0.151 -0.461 0.436
H -2.53868 7.35302 2.64416 -0.359 0.088 -0.103
H -2.69632 7.11460 0.84725 -0.487 0.052 -0.189
H -1.38417 8.06154 1.51861 0.103 0.132 -0.061
H 0.24159 7.56730 3.51087 0.082 0.247 0.146
C -2.72168 -6.38139 0.78850 -0.698 -1.258 2.027
C -2.89572 -5.91117 -0.61656 0.717 -0.548 -0.918
C -4.28789 -6.25911 -1.06152 -0.935 -0.923 -0.861
C -4.70791 -5.56507 -2.37404 0.027 -0.286 0.448
C -4.66564 -4.08527 -2.06383 -0.361 -0.392 -0.768
C -3.28889 -3.64557 -1.71114 1.413 1.207 0.301
N -2.82679 -4.47579 -0.58489 0.246 0.980 0.118
O -1.49988 -4.08095 -0.26048 0.383 -0.087 -0.259
C -2.29046 -3.55244 -2.92613 -1.441 -0.460 0.270
C -3.44405 -2.25410 -1.06961 -0.867 0.119 0.190
C -1.73060 -6.59410 -1.41272 -0.970 1.067 -0.406
H -3.30849 -5.77677 1.49600 -0.238 -0.192 -0.327
H -1.74871 -6.41605 1.26077 0.695 0.389 -0.658
H -3.03663 -7.43941 0.87621 -0.225 0.414 -0.079
H -4.33552 -7.34582 -1.18328 0.004 -0.017 0.047
H -4.99401 -6.01540 -0.25644 0.046 0.119 -0.171
H -5.73160 -5.82554 -2.67747 0.307 -0.249 0.113
H -4.01771 -5.85464 -3.18620 -0.299 0.180 0.240
H -5.31117 -3.93559 -1.17974 -0.005 0.260 -0.547
H -4.95518 -3.47639 -2.92637 -0.411 0.006 0.221
H -2.38215 -2.55801 -3.37933 0.097 -0.392 -0.035
H -1.29155 -3.71921 -2.58199 0.587 0.149 0.168
H -2.51375 -4.32491 -3.68321 0.025 0.378 0.192
H -4.24909 -2.34011 -0.32610 0.425 -0.042 0.284
H -2.53332 -1.91472 -0.60245 0.336 0.027 0.077
H -3.82662 -1.46274 -1.71599 0.332 -0.162 -0.586
H -1.62883 -6.33792 -2.47721 -0.477 -0.111 0.207
H -1.73356 -7.67209 -1.28199 0.178 0.003 0.164
H -0.94868 -6.06229 -0.91821 1.351 -0.493 0.118
H -1.52320 -3.77818 0.64803 -0.059 0.287 0.438
C 2.26746 1.36136 -3.79020 0.449 1.656 0.977
C 2.80102 2.65208 -3.04640 -1.431 -0.640 1.961
C 4.06752 2.40218 -2.27862 -0.167 -0.961 1.079
C 5.24487 2.27343 -3.16004 1.026 0.503 -0.367
C 5.38912 3.64046 -3.87293 -0.042 -1.613 0.602
C 4.12840 3.99065 -4.64484 0.428 1.031 -1.006
N 2.90702 3.87283 -3.76882 1.970 0.764 -2.053
O 1.82521 3.87317 -4.67404 -1.220 0.970 -0.120
C 4.41794 5.49040 -5.01072 -1.425 -1.009 0.005
C 4.00544 3.17919 -5.95904 0.949 -0.763 0.947
C 1.77889 2.99518 -1.93083 -0.809 -2.327 -0.123
H 1.87457 1.66306 -4.73995 -0.456 -0.197 -0.440
H 1.50821 1.01027 -3.09836 -0.219 -0.575 -0.466
H 3.02773 0.61762 -3.91415 0.449 -0.448 -0.072
H 4.24929 3.26109 -1.63118 -0.098 0.003 0.283
H 3.89115 1.50626 -1.62835 0.251 0.663 -0.502
H 5.10667 1.49460 -3.88569 -0.266 -0.431 -0.636
H 6.11541 1.91093 -2.61162 0.198 0.519 0.117
H 6.24494 3.63289 -4.53596 0.116 0.080 -0.326
H 5.54021 4.44776 -3.16557 0.216 -0.013 0.473
H 3.71870 5.84494 -5.77096 -0.080 0.165 0.059
H 4.31275 6.08145 -4.09433 0.323 0.105 -0.316
H 5.40685 5.49599 -5.45761 0.160 0.390 0.178
H 4.77446 3.46214 -6.67570 0.254 0.047 0.147
H 4.13114 2.11029 -5.72147 0.012 0.258 -0.277
H 3.07209 3.28326 -6.45557 -0.802 0.261 -0.212
H 2.13201 3.72161 -1.21640 0.067 0.403 -0.014
H 1.63712 2.01157 -1.41432 0.054 0.829 0.179
H 0.78478 3.21625 -2.33135 0.169 0.393 -0.006
H 1.55801 4.80105 -4.69993 -0.113 -0.165 0.037
C 5.06357 -0.57477 -0.16523 1.691 -1.396 -2.144
O 6.13080 -0.52580 -0.74600 1.520 0.613 -0.415
N 4.88825 -0.18058 1.05796 -0.411 1.460 3.629
N 4.04057 -1.15696 -0.76392 -2.223 -1.073 -1.387
H 4.01081 -0.36182 1.49501 -0.418 -0.087 0.319
H 5.69764 -0.10174 1.65060 -0.052 0.204 -0.205
H 4.28676 -1.60313 -1.63162 -0.168 0.110 -0.024
H 3.17412 -1.40368 -0.30438 -0.059 0.196 0.039
C -2.41083 -0.00509 -4.52820 2.016 -1.847 0.562
O -2.88868 -0.92261 -5.14628 -0.544 -0.922 -0.948
N -2.97075 1.12531 -4.28029 -2.750 4.523 0.959
N -1.18419 -0.03901 -3.93454 1.098 -1.261 0.035
H -2.69673 1.70800 -3.47093 -0.336 -0.596 -1.029
H -3.82202 1.29164 -4.78210 -0.324 0.304 0.321
H -0.70067 -0.86094 -4.28693 0.668 0.474 0.496
H -0.71747 0.85846 -3.85202 0.295 -0.613 -0.193
C 1.84007 -3.61683 -2.65455 -0.682 0.046 -0.847
O 0.97238 -2.84038 -3.00097 -0.735 0.530 1.341
N 1.97828 -4.44188 -1.58281 0.241 0.265 0.820
N 2.84791 -3.91677 -3.48537 1.369 -0.189 -2.095
H 1.27048 -4.38543 -0.90340 -0.794 0.118 1.188
H 2.94994 -4.46882 -1.27574 -0.649 -0.256 0.246
H 2.67371 -3.46476 -4.39205 0.469 -0.732 0.431
H 2.90653 -4.93344 -3.44398 0.727 0.422 -0.916
C -2.77416 1.78393 -0.43359 -1.987 0.313 0.733
O -1.80659 2.07891 -1.12388 0.415 -0.472 -0.018
N -3.00563 0.70885 0.32754 1.975 -1.911 0.233
N -3.89518 2.54588 -0.30734 1.137 1.718 -1.702
H -3.80503 0.63151 0.91176 -0.304 -0.063 0.156
H -2.35975 -0.05734 0.36615 0.248 -0.128 -0.029
H -3.91094 3.37718 -0.87862 -0.544 0.002 0.449
H -4.60525 2.23429 0.30158 -0.890 0.372 0.130
C 0.67669 -0.27788 0.29647 2.301 -2.653 0.657
O 1.59540 -1.02114 0.77136 -0.895 0.740 -0.055
N 0.33135 0.85978 0.82033 0.202 2.253 1.640
N -0.02120 -0.62014 -0.75714 -0.702 -0.386 -1.224
H 1.02901 1.18692 1.47975 -0.539 0.623 -0.186
H -0.23215 1.45563 0.21946 0.201 0.463 0.538
H -0.42490 0.15382 -1.28654 -0.159 -0.947 -0.379
H 0.27185 -1.51058 -1.11563 -0.378 -0.122 -1.115
```
Positions in Å, forces in eV/Å.

Computed properties:
* E_LUMO: 0.17 eV
* energy above the lowest of the compared OMol25 structures with the same formula, charge and spin: 1.171 eV
* total energy: -3063.50994 a.u.
* strongest force on any atom: 5.4 eV/A